1.
Below is a molecular structure, C14H38BF4N6O6Rb, with properties calculated with ωB97M-V with the def2-TZVPD basis set.

ORCA input file:
```
! wB97M-V def2-TZVPD RIJCOSX def2/J DEFGRID3
* xyz 0 1
Rb -20.712 -9.867 17.196
F -16.143 -11.011 16.458
F -17.367 -10.858 18.327
F -18.429 -11.240 16.320
F -17.533 -9.166 16.836
O -20.918 -12.518 13.480
O -13.751 -8.627 20.410
O -18.229 -5.670 19.909
O -14.336 -2.039 22.017
O -20.729 -12.837 8.045
O -20.698 -8.930 19.874
N -20.624 -9.364 22.105
N -20.560 -11.407 10.421
N -17.346 -2.333 21.070
N -14.528 -10.633 19.529
N -14.232 -8.792 18.223
N -18.871 -10.009 20.749
C -14.153 -9.320 19.460
C -20.855 -11.421 8.034
C -18.257 -6.570 18.848
C -20.100 -9.428 20.838
C -17.709 -4.380 19.672
C -20.176 -13.274 14.422
C -17.583 -3.799 21.079
C -21.414 -10.899 9.365
C -20.450 -13.351 6.760
C -20.960 -10.919 11.732
C -14.780 -2.570 23.239
C -14.812 -2.605 20.822
C -16.098 -1.988 20.346
C -20.167 -11.453 12.905
B -17.369 -10.522 16.928
H -20.022 -10.653 13.648
H -17.262 -6.904 18.514
H -14.321 -2.034 24.071
H -14.460 -3.616 23.300
H -15.851 -2.401 23.390
H -18.375 -3.697 19.132
H -15.363 -10.751 18.965
H -20.966 -9.824 11.733
H -18.629 -7.527 19.216
H -20.054 -9.656 22.869
H -16.762 -4.462 19.128
H -19.179 -11.857 12.656
H -19.667 -12.797 6.236
H -18.416 -10.101 19.851
H -22.017 -11.192 11.856
H -17.383 -2.016 22.026
H -14.792 -9.330 17.578
H -21.360 -13.329 6.151
H -14.079 -2.352 20.050
H -14.425 -11.161 20.372
H -20.818 -14.144 14.593
H -22.475 -11.142 9.443
H -18.775 -6.340 17.911
H -13.740 -7.952 18.006
H -20.265 -12.357 10.266
H -21.586 -9.079 22.105
H -19.930 -10.895 7.763
H -16.020 -0.901 20.467
H -21.470 -11.188 7.151
H -19.987 -12.777 15.376
H -21.072 -9.867 9.235
H -20.144 -14.387 6.884
H -16.275 -2.066 19.272
H -18.397 -10.186 21.611
H -14.886 -3.699 20.784
H -16.903 -4.330 21.753
H -19.235 -13.639 14.000
H -18.555 -3.891 21.570
*
```

Summary:
ΔE to the lowest compared entry with this formula, charge and spin = 0.000 eV
Total energy = -1784.82686 Eh
E_HOMO = -8.49 eV
Orbital gap = 7.84 eV
LUMO energy = -0.0238 hartree

2.
Below is a molecular structure, C15H23Cl2PSc, with properties calculated with ωB97M-V with the def2-TZVPD basis set.

ORCA input file:
```
! wB97M-V def2-TZVPD RIJCOSX def2/J DEFGRID3
* xyz -1 1
Sc -0.408 -1.927 -1.178
Cl -0.347 -2.943 0.863
Cl -1.009 -3.184 -2.983
P 2.114 -1.354 -1.529
C 5.555 -0.160 0.434
C -1.062 0.398 -1.036
C 3.327 -0.435 -0.504
C 4.650 -0.878 -0.349
C -2.381 -0.397 -0.928
C -1.815 2.707 0.097
C 5.171 1.043 1.031
C 2.946 0.781 0.104
C 2.465 -0.647 -3.190
C -2.545 2.646 -1.153
C 2.754 -3.065 -1.633
C -3.737 1.745 -1.302
C -3.613 0.448 -0.500
C -1.135 1.939 -1.007
C 3.865 1.513 0.860
H 2.536 -3.493 -2.618
H -0.269 2.435 -1.455
H 1.622 -0.859 -3.864
H -0.560 0.142 -2.003
H -0.392 0.101 -0.186
H 3.388 -1.085 -3.598
H -2.286 -1.210 -0.167
H -1.345 3.657 0.365
H -2.557 3.573 -1.731
H -2.611 -0.886 -1.890
H 3.834 -3.097 -1.458
H 1.927 1.162 -0.028
H 2.585 0.443 -3.102
H -3.540 0.665 0.568
H 6.568 -0.550 0.568
H -4.523 -0.155 -0.633
H -2.186 2.140 0.956
H 4.997 -1.782 -0.844
H 3.561 2.454 1.317
H 5.885 1.609 1.629
H -3.890 1.503 -2.364
H -4.641 2.286 -0.987
H 2.259 -3.691 -0.877
*
```

Summary:
ΔE to the lowest compared entry with this formula, charge and spin = 0.944 eV
Total energy = -2607.86675 Eh
E_HOMO (alpha / beta) = 0.00 / -2.03 eV
Orbital gap (alpha / beta) = 2.47 / 4.52 eV
LUMO energy (alpha / beta) = 0.0905 / 0.0915 hartree

3.
Below is a molecular structure, C28H69AsF6KN3O14, with properties calculated with ωB97M-V with the def2-TZVPD basis set.

ORCA input file:
```
! wB97M-V def2-TZVPD RIJCOSX def2/J DEFGRID3
* xyz 0 1
As 0.830 0.429 -0.500
K 3.466 0.672 -3.722
F 1.481 0.015 -2.080
F 2.422 1.019 -0.107
F -0.743 -0.178 -0.848
F 0.357 1.935 -1.197
F 0.342 0.878 1.082
F 1.242 -1.129 0.122
O 0.112 -3.818 -3.071
O -4.308 -2.804 0.072
O -3.150 7.881 -1.441
O -5.225 -3.144 2.068
O 5.814 2.072 -2.421
O 1.475 4.776 -0.610
O -4.070 3.791 -2.716
O 0.671 -5.459 -4.337
O 3.729 -2.234 -3.672
O -4.127 -1.262 1.708
O -3.218 -0.291 4.501
O 3.329 -5.146 -0.254
O 0.602 -2.724 5.095
O 1.419 -5.457 -2.221
N 0.053 0.075 4.831
N 5.460 -0.514 -1.912
N -3.007 4.939 -0.568
C 4.638 -1.658 -1.496
C 2.902 -4.137 0.657
C -7.012 -1.865 3.161
C 0.794 -4.938 -3.126
C -0.619 -3.945 -0.674
C 1.705 5.601 0.512
C -5.677 -2.586 3.297
C -0.993 0.385 3.813
C -5.032 3.245 -3.591
C 0.999 -2.066 3.899
C -0.042 -3.144 -1.810
C 0.093 -4.020 4.864
C -2.324 0.806 4.430
C 1.232 -6.758 -4.521
C -3.127 -1.036 5.695
C -3.518 2.847 -1.839
C -3.595 -0.311 0.775
C 6.270 3.334 -2.825
C 4.535 -2.691 -2.590
C 3.685 -3.197 -4.703
C -2.398 8.414 -2.491
C 6.454 1.635 -1.215
C 1.179 -0.579 4.156
C 5.787 0.341 -0.777
C -1.903 5.897 -0.718
C -2.379 7.299 -0.412
C -2.587 3.564 -0.828
C -4.549 -2.423 1.184
H -1.235 -0.565 3.314
H -3.680 0.658 1.266
H 1.947 6.607 0.159
H 6.384 -0.217 -0.046
H -2.209 -1.636 5.755
H -7.837 -2.538 2.931
H -6.951 -1.033 2.462
H -1.472 7.913 -0.285
H -1.082 5.656 -0.043
H -1.610 9.108 -2.162
H -0.629 -2.257 -2.023
H -3.281 -0.389 6.564
H 4.839 0.614 -0.305
H 2.602 -3.213 0.165
H 4.064 -3.568 -2.124
H 3.711 -4.029 1.375
H 2.088 -0.461 4.752
H 5.013 -2.128 -0.578
H -0.402 -4.372 5.771
H 5.516 -3.058 -2.929
H -1.632 3.495 -1.369
H -3.922 -1.787 5.712
H -2.795 1.476 3.705
H -5.085 3.879 -4.472
H -4.249 -0.248 -0.094
H -2.964 7.323 0.505
H 2.029 -4.500 1.216
H 0.326 -2.313 3.067
H -2.504 3.027 0.116
H -4.952 -1.868 3.669
H 4.668 -3.270 -5.180
H -0.043 -4.796 -0.330
H 0.856 5.669 1.195
H 1.587 3.853 -0.360
H 0.895 -2.707 -1.455
H -0.375 -0.666 5.381
H 2.285 -6.765 -4.254
H 0.671 -7.459 -3.897
H -6.017 3.199 -3.109
H -4.347 2.369 -1.293
H 6.273 -0.906 -2.376
H -1.927 7.645 -3.113
H 2.651 -5.269 -0.939
H -0.584 -4.064 4.009
H -4.761 2.220 -3.868
H 2.623 5.302 1.033
H -0.603 1.072 3.071
H 1.979 -2.479 3.606
H 0.925 -4.730 4.733
H 6.169 4.086 -2.035
H -0.816 -3.255 0.151
H 1.049 -7.073 -5.542
H 3.617 -1.330 -1.277
H -2.949 2.092 -2.387
H -3.095 8.998 -3.093
H -7.247 -1.465 4.153
H -1.632 -4.290 -0.915
H -3.639 5.173 -1.326
H 3.329 -4.196 -4.432
H 1.368 -0.146 3.170
H -2.210 1.358 5.367
H -1.569 5.827 -1.763
H 6.299 2.431 -0.485
H -5.808 -3.386 4.023
H 7.316 3.301 -3.150
H -2.560 -0.531 0.542
H 7.510 1.462 -1.457
H 5.653 3.643 -3.669
H 2.956 -2.830 -5.429
*
```

Summary:
Total energy = -5760.81122 Eh
E_HOMO = -8.19 eV
Orbital gap = 7.48 eV
LUMO energy = -0.0259 hartree